{"formula": "C25H39N4O3S2Ti", "method": "the ωB97M-V functional and the def2-TZVPD basis", "symbols": ["Ti", "C", "N", "C", "C", "C", "C", "C", "C", "C", "N", "C", "C", "C", "C", "C", "C", "N", "C", "C", "H", "H", "H", "H", "H", "H", "H", "H", "H", "H", "H", "H", "H", "H", "H", "H", "H", "H", "H", "H", "C", "O", "C", "C", "O", "C", "C", "O", "C", "H", "H", "H", "H", "H", "H", "H", "H", "H", "H", "H", "H", "H", "H", "S", "C", "N", "C", "C", "S", "H", "H", "H", "H", "H"], "xyz": [[0.241, 0.356, 0.443], [1.842, 0.006, -2.276], [0.689, 0.694, -1.665], [0.717, 2.100, -2.161], [-0.598, 0.142, -2.131], [-0.819, -0.509, -3.332], [-2.116, -0.862, -3.686], [-3.181, -0.575, -2.849], [-2.976, 0.085, -1.646], [-1.686, 0.465, -1.290], [-1.277, 1.147, -0.135], [-1.724, 2.404, 0.210], [-2.863, 3.057, -0.277], [-3.125, 4.358, 0.115], [-2.273, 5.017, 0.993], [-1.123, 4.390, 1.458], [-0.843, 3.092, 1.063], [0.404, 2.384, 1.402], [0.509, 2.351, 2.875], [1.554, 3.169, 0.865], [2.764, 0.530, -2.021], [1.769, 0.022, -3.367], [1.897, -1.032, -1.941], [0.565, 2.102, -3.246], [-0.078, 2.700, -1.709], [1.683, 2.570, -1.966], [-0.020, -0.738, -4.017], [-2.289, -1.348, -4.632], [-4.182, -0.856, -3.135], [-3.799, 0.278, -0.976], [-3.523, 2.550, -0.964], [-3.990, 4.866, -0.281], [-2.486, 6.030, 1.302], [-0.445, 4.939, 2.096], [-0.402, 1.938, 3.308], [1.386, 1.780, 3.183], [0.626, 3.363, 3.272], [2.149, 3.590, 1.678], [2.206, 2.541, 0.255], [1.194, 4.005, 0.261], [3.710, 0.270, 0.512], [2.395, -0.041, 0.996], [2.441, -1.200, 1.848], [1.446, -1.013, 2.982], [0.219, -0.554, 2.413], [-0.883, -0.769, 3.312], [-2.152, -0.365, 2.558], [-2.088, -0.877, 1.236], [-2.704, -2.158, 1.077], [4.091, -0.540, -0.116], [4.398, 0.419, 1.349], [3.662, 1.192, -0.062], [3.442, -1.345, 2.268], [2.156, -2.085, 1.259], [1.806, -0.279, 3.719], [1.314, -1.976, 3.495], [-0.756, -0.178, 4.230], [-0.916, -1.833, 3.578], [-2.211, 0.727, 2.457], [-3.038, -0.718, 3.097], [-2.201, -2.927, 1.669], [-2.616, -2.398, 0.020], [-3.758, -2.111, 1.359], [0.234, -2.299, -0.252], [0.752, -3.556, -1.255], [1.979, -4.059, -1.226], [2.277, -5.173, -2.110], [0.937, -5.763, -2.532], [-0.299, -4.423, -2.312], [2.706, -3.688, -0.634], [2.887, -5.908, -1.583], [2.847, -4.803, -2.969], [0.622, -6.587, -1.892], [0.920, -6.086, -3.568]], "charge": 3, "orbital_gap_ev": [6.752, 6.751], "total_energy_ha": -3065.68169}

=====

{"formula": "C25H40BBrFN4O6P3S", "method": "the ωB97M-V functional and the def2-TZVPD basis", "symbols": ["C", "C", "O", "B", "O", "C", "C", "C", "F", "C", "C", "C", "C", "C", "C", "C", "N", "C", "S", "C", "C", "C", "C", "O", "C", "N", "C", "P", "P", "O", "O", "O", "C", "C", "Br", "C", "C", "C", "P", "N", "C", "N", "H", "H", "H", "H", "H", "H", "H", "H", "H", "H", "H", "H", "H", "H", "H", "H", "H", "H", "H", "H", "H", "H", "H", "H", "H", "H", "H", "H", "H", "H", "H", "H", "H", "H", "H", "H", "H", "H", "H", "H"], "xyz": [[-4.598, 0.143, 3.471], [-4.086, -0.120, 4.889], [-3.171, -1.212, 4.984], [-1.834, -0.825, 5.001], [-1.053, -1.046, 6.123], [-1.276, -0.126, 3.678], [-0.917, 1.224, 3.681], [-1.005, 2.104, 4.915], [0.129, 2.947, 4.892], [-2.239, 3.033, 4.959], [-2.748, 3.099, 6.428], [-0.474, 1.817, 2.527], [-0.350, 1.126, 1.338], [-0.687, -0.204, 1.360], [-1.137, -0.846, 2.506], [-1.485, -2.324, 2.421], [-0.308, -3.208, 2.517], [0.048, -3.555, 3.892], [-0.572, -1.199, -0.115], [0.265, -0.110, -1.260], [0.675, -0.682, -2.459], [0.425, -2.162, -2.671], [-1.012, -2.495, -3.128], [-1.288, -1.818, -4.344], [-1.087, -4.040, -3.305], [-0.183, -4.584, -4.318], [1.298, 0.095, -3.428], [1.716, -0.818, -4.972], [3.546, -1.919, -4.457], [3.372, -3.353, -4.708], [4.725, -1.363, -5.425], [4.019, -1.554, -2.953], [1.524, 1.450, -3.143], [2.179, 2.368, -4.167], [0.871, 2.516, -5.675], [3.602, 1.943, -4.598], [3.961, 2.492, -5.992], [1.130, 1.986, -1.941], [1.480, 3.765, -1.624], [2.991, 4.144, -1.893], [0.479, 1.216, -0.957], [0.081, 1.884, 0.222], [-3.867, 0.686, 2.857], [-4.878, -0.764, 2.925], [-5.490, 0.784, 3.498], [-4.959, -0.280, 5.532], [-3.611, 0.802, 5.244], [-0.789, -1.979, 6.098], [-0.914, 1.541, 5.853], [-1.914, 4.053, 4.726], [-3.039, 2.706, 4.289], [-2.808, 2.091, 6.851], [-2.026, 3.653, 7.041], [-3.690, 3.651, 6.510], [-0.219, 2.875, 2.554], [-1.999, -2.569, 1.481], [-2.188, -2.612, 3.210], [0.474, -2.787, 2.029], [0.469, -4.568, 3.893], [-0.831, -3.599, 4.548], [0.767, -2.862, 4.362], [1.117, -2.589, -3.403], [0.602, -2.738, -1.750], [-1.724, -2.248, -2.325], [-1.713, -2.469, -4.915], [-0.844, -4.544, -2.362], [-2.113, -4.325, -3.582], [0.775, -4.630, -3.993], [-0.221, -4.080, -5.195], [2.155, 0.051, -5.989], [5.558, -1.292, -4.935], [3.585, -2.199, -2.373], [2.270, 3.393, -3.811], [3.796, 0.879, -4.484], [4.273, 2.456, -3.894], [3.593, 3.520, -6.088], [5.055, 2.578, -6.039], [3.590, 1.892, -6.825], [1.143, 4.025, -0.282], [0.684, 4.520, -2.518], [3.433, 4.503, -1.054], [-0.507, 2.686, 0.048]], "smiles": "CCOB(O)c1c([C@@H](F)CC)cc2c(c1CNC)Sc1c(C[C@@H](O)CN)c(PP(=O)(O)O)c([C@H](Br)CC)c([PH2]=N)c1N2", "orbital_gap_ev": 8.067, "total_energy_ha": -5768.17866}

=====

{"formula": "C25H40BO4V", "method": "the ωB97M-V functional and the def2-TZVPD basis", "symbols": ["O", "C", "C", "H", "H", "C", "H", "H", "C", "H", "H", "H", "C", "H", "H", "H", "V", "C", "C", "C", "H", "C", "C", "H", "H", "H", "H", "C", "C", "C", "H", "C", "C", "H", "H", "H", "H", "O", "C", "C", "H", "H", "C", "H", "H", "C", "H", "H", "H", "H", "C", "C", "C", "O", "B", "O", "C", "C", "C", "H", "H", "H", "H", "H", "H", "H", "H", "H", "H", "H", "H"], "xyz": [[-0.252, -0.330, -6.012], [-0.349, 1.006, -6.655], [-0.540, 0.410, -8.059], [0.581, 1.548, -6.508], [-1.201, 1.571, -6.289], [-0.381, -0.943, -7.329], [0.269, 0.615, -8.758], [-1.527, 0.546, -8.497], [0.878, -1.627, -7.786], [1.720, -0.929, -7.764], [0.729, -1.975, -8.820], [1.125, -2.501, -7.171], [-1.591, -1.826, -7.492], [-2.511, -1.299, -7.228], [-1.516, -2.745, -6.897], [-1.654, -2.126, -8.548], [-0.524, -0.795, 1.823], [-2.405, -1.068, 2.881], [-2.236, 0.346, 3.055], [-2.292, 0.964, 1.765], [-2.232, 0.864, 4.012], [-2.566, -0.044, 0.797], [-2.653, -1.304, 1.478], [-2.969, -2.235, 1.021], [-2.471, -1.797, 3.683], [-2.249, 2.039, 1.573], [-2.831, 0.123, -0.245], [0.550, -2.165, 3.049], [-0.398, -2.827, 2.209], [-0.040, -2.585, 0.841], [-1.199, -3.470, 2.554], [1.178, -1.826, 0.835], [1.563, -1.593, 2.186], [2.488, -1.122, 2.503], [0.558, -2.219, 4.136], [-0.544, -2.977, -0.032], [1.725, -1.517, -0.050], [-0.041, 0.087, -1.161], [-0.606, -0.722, -2.212], [-0.921, 0.208, -3.364], [-1.508, -1.245, -1.842], [0.147, -1.473, -2.489], [-0.066, 1.464, -3.099], [-1.994, 0.460, -3.358], [-0.662, -0.278, -4.302], [-0.013, 1.470, -1.578], [-0.510, 2.370, -3.526], [0.950, 1.318, -3.507], [-0.901, 1.976, -1.157], [0.901, 1.925, -1.172], [0.839, 0.499, 6.881], [0.665, 1.173, 5.536], [-0.045, 2.500, 5.756], [-0.169, 0.322, 4.745], [0.319, 0.375, 3.419], [1.487, 1.156, 3.306], [1.973, 1.306, 4.648], [2.691, 2.631, 4.726], [2.964, 0.181, 4.960], [-0.144, 0.399, 7.357], [1.474, 1.117, 7.528], [1.282, -0.500, 6.790], [-1.031, 2.318, 6.196], [0.527, 3.103, 6.469], [-0.174, 3.072, 4.830], [3.075, 2.783, 5.741], [3.543, 2.631, 4.036], [2.032, 3.466, 4.465], [2.509, -0.821, 4.890], [3.807, 0.232, 4.257], [3.371, 0.310, 5.974]], "charge": 1, "spin_multiplicity": 2, "orbital_gap_ev": [7.845, 8.129], "s_squared": 0.770, "total_energy_ha": -2246.18456}